# C32H34AlN7O6SSe

A structure of composition C32H34AlN7O6SSe (ωB97M-V/def2-TZVPD, the OMol25 dataset).

Geometry (Å):
Al 0.0577 1.7795 2.2788
O 0.3693 4.8724 4.5747
C 0.2252 3.7688 4.1195
O 0.7615 3.3097 3.0031
C -0.5883 2.6926 4.8317
C -1.1538 2.6522 6.0904
C -1.7139 1.4396 6.4947
C -1.6618 0.2986 5.6917
C -1.0758 0.4335 4.4482
N -0.6275 1.6147 4.0790
C -0.6815 -0.5959 3.3873
O -0.9383 -1.7656 3.5059
O 0.0078 -0.0383 2.4146
H -1.1443 3.5221 6.7303
H -2.1682 1.3723 7.4747
H -2.0399 -0.6569 6.0236
N -0.7001 8.6651 -0.6444
C -1.1739 7.4646 -0.1470
C -0.6918 6.9646 1.0668
C -1.1368 5.7516 1.5501
C -2.0662 5.0201 0.8164
C -2.5468 5.4982 -0.3960
C -2.1069 6.7172 -0.8717
S -2.6121 3.4713 1.4102
O -2.7045 3.5302 2.8467
O -3.7394 3.0567 0.6341
N -1.3563 2.4367 1.1596
C -0.5718 2.4285 0.0518
N -0.9032 2.8233 -1.1710
C 0.0284 2.6426 -2.0960
C 1.2721 2.0642 -1.8529
C 1.5445 1.7099 -0.5523
N 0.6457 1.9223 0.4022
H -0.2728 9.2903 0.0172
H -1.2716 9.1267 -1.3316
H 0.0295 7.5387 1.6352
H -0.7710 5.3861 2.4995
H -3.2612 4.9076 -0.9501
H -2.4795 7.0978 -1.8148
H -0.2346 2.9708 -3.0956
H 1.9886 1.9022 -2.6422
H 2.4851 1.2667 -0.2524
C 3.2405 -4.9084 1.4923
C 2.9073 -3.7981 0.5007
C 1.7670 -2.8943 0.9674
C 0.3873 -3.5338 0.8935
N -0.0645 -3.7302 -0.4839
C -0.5678 -2.7390 -1.2694
Se -0.8932 -1.0327 -0.7178
N -0.8019 -3.2830 -2.4958
C -1.2242 -2.5418 -3.6718
C -0.0685 -2.2510 -4.6226
C 1.1255 -1.5855 -3.9444
C 2.1250 -1.0409 -4.9577
C -0.4085 -4.6126 -2.5026
C -0.4252 -5.5731 -3.5008
C 0.0374 -6.8386 -3.1692
C 0.4962 -7.1287 -1.8828
C 0.5127 -6.1634 -0.8861
C 0.0611 -4.8978 -1.2229
H 4.0020 -5.5821 1.0987
H 2.3635 -5.5126 1.7327
H 3.6128 -4.4908 2.4295
H 2.6572 -4.2352 -0.4711
H 3.7984 -3.1871 0.3362
H 1.7359 -1.9775 0.3745
H 1.9321 -2.5886 2.0046
H -0.3489 -2.9093 1.3985
H 0.3743 -4.5161 1.3678
H -1.6700 -1.6170 -3.3050
H -1.9998 -3.1240 -4.1739
H -0.4533 -1.6017 -5.4146
H 0.2575 -3.1766 -5.1069
H 1.6245 -2.3120 -3.2958
H 0.7713 -0.7843 -3.2899
H 2.4749 -1.8258 -5.6314
H 3.0005 -0.6160 -4.4650
H 1.6726 -0.2586 -5.5703
H -0.7884 -5.3495 -4.4944
H 0.0438 -7.6145 -3.9225
H 0.8443 -8.1270 -1.6559
H 0.8670 -6.3941 0.1086

The value obtained for the HOMO-LUMO gap is 7.08 eV. The value obtained for the energy relative to the best compared isomer or geometry (same formula, charge and spin) is 0.0000 eV.

***

# C32H34AsClRe

A structure of composition C32H34AsClRe (ωB97M-V/def2-TZVPD, the OMol25 dataset).

Geometry (Å):
C 4.7703 2.2674 -2.8997
C 4.3533 1.6885 -4.1808
C 4.4009 3.6489 -2.5700
C 5.7154 1.5432 -2.0437
Cl 1.9087 0.3059 -1.3451
H 5.1179 4.3837 -2.9757
H 4.3715 3.8012 -1.4818
H 3.4155 3.9038 -2.9848
H 5.0552 1.9308 -4.9976
H 3.3676 2.0691 -4.4840
H 4.2970 0.5929 -4.1203
H 6.7660 1.7484 -2.3139
H 5.5694 0.4570 -2.1241
H 5.5950 1.8314 -0.9896
C -2.1005 -0.0675 -0.3320
C -1.9414 1.3000 0.1056
C -1.1537 1.9878 -0.8933
H -2.4135 1.7331 0.9816
C -0.9393 1.0751 -1.9871
C -1.5249 -0.1744 -1.6534
H -1.5561 -1.0728 -2.2753
H -2.6725 -0.8492 0.1804
H -0.8582 3.0293 -0.8579
H -0.4167 1.2958 -2.9091
C 0.5675 -0.8975 1.8484
C -0.5444 -0.0427 2.1838
C -0.0845 1.3157 2.1174
H -1.5114 -0.3878 2.5312
C 1.2898 1.3166 1.7186
C 1.7024 -0.0622 1.5689
H 2.6974 -0.4156 1.3311
H 0.5709 -1.9820 1.8642
H -0.6626 2.1995 2.3883
H 1.9261 2.1855 1.6085
Re 0.0369 0.4175 0.1771
C -0.9659 -7.9954 1.4026
C 0.1852 -7.3423 0.9452
C 0.1055 -6.0332 0.4574
C -1.1263 -5.3616 0.5047
C -2.3003 -6.0625 0.8047
C -2.2159 -7.3668 1.3168
As -1.2975 -3.4373 0.2141
C -2.6313 -3.5899 -1.2391
C -2.0698 -3.8597 -2.4994
C -2.8984 -4.2114 -3.5704
C -4.2880 -4.2685 -3.3849
C -4.8450 -3.9144 -2.1533
C -4.0189 -3.5456 -1.0783
C -2.1538 -3.1512 2.0208
C -3.3673 -2.5188 2.3144
C -3.8645 -2.5704 3.6290
C -3.1380 -3.2127 4.6365
C -1.8895 -3.7811 4.3505
C -1.4037 -3.7389 3.0446
H -0.9076 -9.0133 1.7942
H 1.1471 -7.8571 0.9575
H 0.9783 -5.5332 0.0378
H -3.2764 -5.5910 0.6462
H -3.1331 -7.8778 1.6239
H -0.9841 -3.8252 -2.6300
H -2.4526 -4.4512 -4.5382
H -4.9299 -4.5937 -4.2052
H -5.9295 -3.9397 -2.0116
H -4.4517 -3.2508 -0.1235
H -3.9448 -2.0208 1.5341
H -4.8314 -2.1094 3.8511
H -3.5378 -3.2741 5.6493
H -1.2939 -4.2685 5.1242
H -0.4582 -4.2385 2.8086

The value obtained for the HOMO-LUMO gap (alpha / beta) is 2.73 / 4.29 eV. The spin multiplicity is 4. As for the charge: +2. The value obtained for the energy relative to the best compared isomer or geometry (same formula, charge and spin) is 0.0000 eV.

***

# C32H34Cl2FN6O5Pd

A structure of composition C32H34Cl2FN6O5Pd (ωB97M-V/def2-TZVPD, the OMol25 dataset).

Geometry (Å):
Pd 0.0538 0.1188 0.2820
F 5.7702 3.0557 -0.5216
C 5.7351 1.7152 -0.3633
C 4.5343 1.1617 -0.0125
C 4.4116 -0.2217 0.1368
C 3.1107 -0.7915 0.4569
O 2.2025 -0.0861 0.9366
C 3.0356 -2.1802 0.1606
C 4.1608 -2.9372 -0.0102
N 5.3916 -2.4058 -0.0362
C 6.5467 -3.2676 -0.0679
C 6.6630 -4.3742 0.9373
C 7.5074 -3.1468 1.0819
C 5.5416 -1.0362 -0.0775
C 6.7745 -0.4334 -0.3474
C 6.9116 0.9426 -0.5053
N 8.1584 1.4800 -0.8084
C 8.2686 2.8131 -1.3691
C 9.5620 2.9344 -2.1714
N 10.7251 2.6326 -1.2992
C 10.5984 1.2709 -0.7200
C 9.2860 1.1715 0.0544
C 1.5997 -2.8234 -0.0431
O 1.6184 -4.0208 0.0891
O 0.7309 -1.9981 -0.3559
H 3.6663 1.7822 0.1318
H 4.0731 -4.0115 -0.1204
H 6.9240 -3.4465 -1.0688
H 7.1552 -5.2803 0.6219
H 5.8611 -4.5397 1.6388
H 8.5656 -3.2184 0.8852
H 7.2520 -2.4417 1.8599
H 7.6419 -1.0613 -0.4665
H 8.2469 3.5863 -0.5861
H 7.4405 2.9918 -2.0553
H 9.6440 3.9481 -2.5671
H 9.5682 2.2250 -3.0017
H 10.7716 3.3250 -0.5390
H 11.5981 2.7069 -1.8343
H 11.4324 1.0692 -0.0447
H 10.6187 0.5500 -1.5400
H 9.3115 1.8735 0.9049
H 9.1876 0.1653 0.4617
Cl -3.8226 -3.1021 -0.0044
C -4.0264 -1.4219 0.0600
C -5.2793 -0.8349 -0.0751
C -5.4631 0.5395 -0.0476
Cl -7.0297 1.1810 -0.1947
C -4.3373 1.4149 0.0964
C -4.4178 2.8163 0.1187
C -3.2618 3.5515 0.2757
C -2.0389 2.8868 0.4066
N -1.9323 1.5712 0.3748
C -3.0530 0.8358 0.2287
C -2.8573 -0.6035 0.2461
O -1.7102 -1.0757 0.4333
H -6.1393 -1.4719 -0.2074
H -5.3754 3.3049 0.0169
H -3.2999 4.6294 0.3003
H -1.1235 3.4444 0.5420
C 0.3247 3.5985 -2.5796
N 0.9049 4.0439 -1.3320
C 1.1858 5.4599 -1.2022
C 2.3042 5.6685 -0.1939
C 1.8908 4.9942 1.1024
N 1.5873 3.5956 0.8514
C 1.6403 2.7477 2.0232
C 1.1507 3.1519 -0.3488
O 0.9867 1.9220 -0.5896
H 0.9813 3.8434 -3.4146
H -0.6393 4.0851 -2.7411
H 0.1812 2.5213 -2.5435
H 0.2853 5.9960 -0.8805
H 1.4654 5.8513 -2.1820
H 2.4718 6.7315 -0.0336
H 3.2304 5.2226 -0.5639
H 1.0186 5.4946 1.5381
H 2.6975 5.0442 1.8370
H 2.6610 2.7167 2.4093
H 1.3120 1.7293 1.7889
H 0.9964 3.1559 2.8055

The value obtained for the HOMO-LUMO gap (alpha / beta) is 7.72 / 5.04 eV. The spin multiplicity is 5. As for the charge: +3. The value obtained for the energy relative to the best compared isomer or geometry (same formula, charge and spin) is 0.9610 eV.

***

# C32H34ClN3Pt

A structure of composition C32H34ClN3Pt (ωB97M-V/def2-TZVPD, the OMol25 dataset).

Geometry (Å):
Pt 0.6773 -0.5314 1.2793
C 0.4456 0.8588 4.2588
C 1.1450 0.8851 2.9372
C 2.3104 0.1203 2.7022
C 2.9891 0.2214 1.4702
C 4.1690 -0.6610 1.2052
C 2.6506 1.2479 0.5371
C 1.4812 1.9426 0.6895
C 1.0509 3.0077 -0.2691
C 0.6397 1.6142 1.8232
H -0.6028 1.1323 4.1573
H 0.9209 1.5828 4.9243
H 0.5139 -0.1221 4.7250
H 2.6660 -0.5572 3.4673
H 5.0816 -0.1282 1.4831
H 4.2453 -0.9090 0.1473
H 4.1247 -1.5771 1.7911
H 3.2967 1.4250 -0.3131
H 1.4974 3.9587 0.0322
H -0.0307 3.1439 -0.2517
H 1.3797 2.7961 -1.2846
H -0.2855 2.1618 1.9511
N 3.5572 -8.4777 -5.1789
C 3.2201 -7.7743 -4.3370
C 2.7946 -6.8907 -3.2848
C 3.0595 -7.2090 -1.9559
C 2.6545 -6.3541 -0.9461
C 1.9734 -5.1909 -1.2674
C 1.6957 -4.8709 -2.5884
C 2.1139 -5.7172 -3.5984
N 1.5480 -4.3107 -0.2221
C 1.1452 -4.6819 1.0425
C 0.8234 -3.5394 1.6976
N 1.0466 -2.4770 0.8501
C 1.4708 -2.9723 -0.2975
H 3.5927 -8.1180 -1.7158
H 2.8974 -6.5917 0.0808
H 1.1257 -3.9854 -2.8379
H 1.8997 -5.4804 -4.6310
H 1.0835 -5.7079 1.3564
H 0.4410 -3.4068 2.6932
H 1.7306 -2.3967 -1.1682
Cl -3.8624 3.5547 -3.2549
C -4.3221 3.1232 -1.6782
C -5.4615 3.6652 -1.1361
C -5.8374 3.3145 0.1600
C -5.0924 2.4159 0.9453
C -3.9662 1.8603 0.4242
C -3.5264 2.1904 -0.9084
C -2.3927 1.6183 -1.3827
H -6.0592 4.3577 -1.7117
H -6.7397 3.7515 0.5700
H -5.4250 2.1671 1.9430
H -3.3740 1.1430 0.9816
H -2.0196 1.8469 -2.3741
H -1.8576 0.8986 -0.7631
C -4.5921 -1.5750 0.2765
C -3.3287 -2.1826 -0.3441
C -3.3976 -2.0636 -1.8726
C -3.2311 -3.6649 0.0510
C -2.1178 -1.4954 0.1486
C -1.1208 -0.9531 0.5741
H -5.4648 -2.1502 -0.0356
H -4.7375 -0.5463 -0.0586
H -4.5428 -1.5921 1.3660
H -4.2835 -2.5787 -2.2459
H -2.5183 -2.5105 -2.3371
H -3.4572 -1.0171 -2.1826
H -4.1103 -4.2025 -0.3065
H -3.1755 -3.7733 1.1343
H -2.3443 -4.1230 -0.3893

The value obtained for the HOMO-LUMO gap is 5.49 eV. As for the charge: +2. The value obtained for the energy relative to the best compared isomer or geometry (same formula, charge and spin) is 2.2817 eV.

***

# C32H34F3N3Pt

A structure of composition C32H34F3N3Pt (ωB97M-V/def2-TZVPD, the OMol25 dataset).

Geometry (Å):
Pt 0.9086 -0.2406 1.6031
C -4.7543 -3.5967 -1.5011
C -3.3266 -3.9817 -1.9083
C -3.1225 -3.6943 -3.4008
C -3.1381 -5.4788 -1.6703
C -2.3388 -3.1462 -1.0996
C -1.4010 -3.6946 -0.2347
C -0.5401 -2.8570 0.4591
N -0.5644 -1.5358 0.3398
C -1.4755 -0.9828 -0.4752
C -2.3591 -1.7576 -1.2051
C -1.5049 0.5060 -0.5183
C -2.4634 1.2213 -1.2305
C -2.4717 2.6062 -1.1708
C -1.5011 3.2082 -0.3656
C -0.5806 2.4230 0.3022
N -0.5758 1.0971 0.2089
C -3.4778 3.4645 -1.9286
C -4.4534 2.6233 -2.7483
C -2.7154 4.3958 -2.8791
C -4.2766 4.3009 -0.9220
H -5.4732 -4.1952 -2.0607
H -4.9629 -2.5477 -1.7046
H -4.9184 -3.7717 -0.4384
H -3.8122 -4.2985 -3.9903
H -2.1065 -3.9367 -3.7106
H -3.3063 -2.6485 -3.6410
H -3.8612 -6.0327 -2.2683
H -3.2996 -5.7460 -0.6269
H -2.1430 -5.8128 -1.9617
H -1.3198 -4.7580 -0.0847
H 0.2048 -3.2568 1.1338
H -3.0777 -1.2871 -1.8563
H -3.2062 0.7004 -1.8115
H -1.4529 4.2803 -0.2502
H 0.1895 2.8562 0.9288
H -3.9397 2.0216 -3.4984
H -5.1446 3.2829 -3.2728
H -5.0462 1.9600 -2.1185
H -2.0987 3.8266 -3.5742
H -2.0661 5.0793 -2.3357
H -3.4201 4.9920 -3.4584
H -4.7836 3.6635 -0.1985
H -5.0298 4.8904 -1.4444
H -3.6363 4.9882 -0.3729
N 2.8145 -0.0281 1.3692
C 3.9874 0.1925 1.7162
C 4.3290 0.5572 3.1195
C 5.1372 1.6607 3.3826
C 5.3662 2.0622 4.6877
C 4.8061 1.3544 5.7419
C 4.0177 0.2415 5.4849
C 3.7765 -0.1515 4.1787
C 5.1097 0.1114 0.7148
C 6.3907 -0.2708 1.0907
C 7.3953 -0.3942 0.1423
C 7.1308 -0.1207 -1.1897
C 5.8552 0.2731 -1.5707
C 4.8523 0.3835 -0.6255
H 5.5777 2.2080 2.5599
H 5.9786 2.9317 4.8823
H 4.9807 1.6716 6.7613
H 3.5750 -0.3109 6.3019
H 3.1631 -1.0217 3.9649
H 6.6027 -0.4814 2.1302
H 8.3851 -0.7035 0.4474
H 7.9153 -0.2127 -1.9292
H 5.6452 0.4944 -2.6080
H 3.8526 0.6780 -0.9101
F -1.7090 -0.1375 2.5319
C -0.4073 -0.0917 2.9788
F -0.3360 -1.0928 3.9115
F -0.3486 1.0678 3.6963

The value obtained for the HOMO-LUMO gap (alpha / beta) is 7.07 / 7.07 eV. The value obtained for the energy relative to the best compared isomer or geometry (same formula, charge and spin) is 0.2404 eV.

***

# C32H34GeNO3OsS

A structure of composition C32H34GeNO3OsS (ωB97M-V/def2-TZVPD, the OMol25 dataset).

Geometry (Å):
Os -0.1947 -1.1185 -0.1935
N -0.2407 2.9791 -1.1683
C -0.4451 1.7653 -0.6355
O 0.2990 0.8255 -0.9756
C -1.5282 1.5588 0.3756
C -1.9613 0.0882 0.3262
H 0.5712 3.1332 -1.7427
H -0.7811 3.7614 -0.8524
H -2.3176 2.3089 0.2280
H -1.0465 1.7846 1.3375
H -2.6813 -0.0267 -0.4914
H -2.4804 -0.1819 1.2485
C -0.9595 -2.5865 -0.8689
Ge -1.8555 -3.6012 -2.3577
C 1.8884 -3.1328 -1.5275
C 2.6579 -2.3190 -2.3555
C 3.2455 -2.8225 -3.5071
C 3.0437 -4.1486 -3.8709
C 2.2527 -4.9613 -3.0695
C 1.6909 -4.4605 -1.9025
C -3.5911 -4.0106 -1.4132
C -3.8644 -3.6764 -0.0829
C -5.0781 -3.9985 0.5141
C -6.0623 -4.6588 -0.2095
C -5.8166 -4.9996 -1.5326
C -4.5938 -4.6864 -2.1147
C -2.4038 -1.7870 -3.0718
C -1.3899 -0.9489 -3.5531
C -1.6583 0.3382 -3.9978
C -2.9625 0.8216 -3.9931
C -3.9862 0.0015 -3.5428
C -3.7033 -1.2833 -3.0856
H 2.7590 -1.2717 -2.0905
H 3.8375 -2.1719 -4.1411
H 3.4800 -4.5376 -4.7832
H 2.0635 -5.9882 -3.3589
H 1.0584 -5.0897 -1.2878
H -3.1185 -3.1365 0.4913
H -5.2609 -3.7239 1.5475
H -7.0112 -4.9055 0.2530
H -6.5769 -5.5159 -2.1090
H -4.4134 -4.9752 -3.1468
H -0.3628 -1.3031 -3.5471
H -0.8464 0.9699 -4.3440
H -3.1775 1.8267 -4.3396
H -5.0076 0.3673 -3.5318
H -4.5153 -1.8962 -2.7081
C 2.2667 -2.7768 0.9080
C 1.3297 -2.5643 -0.2621
O 0.0447 -3.1868 0.1120
H 2.4779 -3.8417 1.0688
H 1.8469 -2.3527 1.8225
H 3.2196 -2.2851 0.6923
C 2.9835 6.5268 -0.6445
C 2.9088 5.0658 -0.2878
C 3.4565 4.0960 -1.1222
C 3.3943 2.7474 -0.7886
C 2.7898 2.3685 0.3958
C 2.2160 3.3146 1.2291
C 2.2840 4.6561 0.8888
S 2.6677 0.6247 0.8306
C 4.1505 0.6164 1.8436
O 1.5456 0.4938 1.7994
H 3.3564 6.6667 -1.6585
H 3.6520 7.0593 0.0349
H 2.0036 7.0013 -0.5751
H 3.9271 4.3964 -2.0510
H 3.7963 1.9947 -1.4574
H 1.7027 2.9771 2.1231
H 1.8355 5.3985 1.5400
H 4.0280 1.3522 2.6372
H 5.0166 0.8449 1.2222
H 4.2351 -0.3880 2.2562

The value obtained for the HOMO-LUMO gap is 5.05 eV. As for the charge: -1. The value obtained for the energy relative to the best compared isomer or geometry (same formula, charge and spin) is 2.8019 eV.

***

| no. | strongest force on any atom (hartree/bohr) |
| --- | --- |
| 1 | 0.0089 |
| 2 | 0.0617 |
| 3 | 0.0835 |
| 4 | 0.0124 |
| 5 | 0.0603 |
| 6 | 0.0207 |